Entry from OMol25: C5H12ClINP as an isolated structure in a non-equilibrium geometry (wB97M-V/def2-TZVPD).

Its largest force on an atom is 0.05007 Eh/bohr. As for the LUMO energy: -0.72 eV. Its HOMO energy is -9.3 eV. As for the relative energy (zero: lowest compared OMol25 entry of this formula, charge and spin): 1.509 eV. The HOMO-LUMO gap comes out at 8.54 eV.

```
! wB97M-V def2-TZVPD RIJCOSX def2/J DEFGRID3
* xyz 0 1
C 1.3133 -1.4830 -1.0801
C -1.1411 2.4276 0.0758
C 0.2471 -0.7274 -1.8616
C -0.2212 1.3945 -0.5461
C -0.8266 0.0161 -0.9906
N 0.3139 -0.6562 2.9121
P 0.9492 -2.0162 2.4638
Cl -1.7008 -1.0616 0.1960
I -0.0910 -0.2592 4.7959
H 0.8676 -1.4477 -0.1319
H 1.2572 -2.4931 -1.3427
H 2.3095 -1.0714 -1.0528
H -1.2922 2.2878 1.1419
H -0.5013 3.3341 0.0634
H -2.0720 2.6066 -0.4003
H -0.3611 -1.2860 -2.5307
H 0.8346 0.0916 -2.3772
H 0.1579 1.8757 -1.4719
H 0.5964 1.0766 0.1082
H -1.6513 0.2500 -1.6356
H 1.0119 -2.8588 3.6646
*
```